(1)
Computed, not measured: a molecular structure, C35H33ClCoN4S2Si2 at a distorted geometry, with wB97M-V/def2-TZVPD.

```
78
Properties=species:S:1:pos:R:3:forces:R:3
C 4.04781 2.61672 0.24266 1.3 0.8 -1.3
C 3.62852 1.42528 -0.43768 1.3 0.4 -2.2
C 2.37070 1.67405 -1.06035 0.7 0.2 -1.1
H 4.22794 0.54582 -0.59759 0.0 0.0 0.2
C 1.96528 2.98300 -0.69777 0.8 1.8 -1.9
C 3.01621 3.58018 0.08355 0.7 1.6 -2.2
H 3.03998 4.61599 0.43728 -0.1 -0.6 0.0
H 5.00493 2.76761 0.75410 -0.6 -0.1 -0.1
H 1.84367 0.99359 -1.72259 0.0 0.3 0.4
H 1.08046 3.48708 -1.07278 0.2 -0.2 0.1
Co 2.32683 1.94191 0.93806 -3.4 -2.9 2.4
Si -0.47870 -0.04430 0.38511 2.9 1.7 -0.9
C 0.85405 -1.45728 0.09012 0.0 -0.1 0.6
C 0.99806 -2.35388 1.15808 -0.4 -0.1 0.1
H 0.51089 -2.12403 2.11244 0.0 -0.2 -0.3
C 1.67079 -3.56478 1.02348 0.1 0.2 0.1
H 1.65690 -4.28724 1.83841 0.1 0.2 -0.1
C 2.31397 -3.85685 -0.17412 -0.2 -0.1 -0.1
H 2.81348 -4.81892 -0.29771 -0.1 0.3 -0.1
C 2.26552 -2.93557 -1.21821 0.1 0.3 -0.2
H 2.74598 -3.17979 -2.16729 0.0 0.2 0.3
C 1.57237 -1.71765 -1.09270 -0.1 0.0 0.0
H 1.59561 -0.99721 -1.92818 -0.2 -0.6 0.5
C -0.87965 0.88946 -1.26017 -0.2 0.5 -0.3
C -0.92302 0.29524 -2.53720 -0.4 -0.1 0.3
H -0.42064 -0.66808 -2.71760 -0.5 0.4 0.1
C -1.67005 0.89468 -3.56285 0.5 0.0 0.1
H -1.81802 0.35203 -4.49501 0.2 0.2 0.1
C -2.23108 2.15889 -3.39179 -0.1 -0.1 0.2
H -2.80064 2.62345 -4.19580 0.1 -0.2 0.2
C -2.07087 2.81726 -2.17421 0.3 -0.1 0.2
H -2.50101 3.80774 -2.02158 0.1 -0.2 -0.1
C -1.39116 2.19036 -1.12269 -0.2 -0.1 0.0
H -1.29737 2.69970 -0.15207 -0.3 -0.3 -0.4
H 0.75881 0.95152 0.55462 -0.7 -0.5 0.0
Si -2.42101 -1.22365 0.39200 -2.1 -1.7 1.1
C -3.74921 -0.56663 -0.69355 -0.3 0.2 -0.3
C -4.09486 -1.34836 -1.80874 -0.1 0.5 -0.3
H -3.68119 -2.35423 -1.93142 -0.1 0.5 0.0
C -4.95667 -0.82713 -2.77437 -0.1 -0.2 0.2
H -5.16758 -1.42099 -3.66703 -0.1 0.3 0.3
C -5.53830 0.42696 -2.58619 0.1 0.0 0.1
H -6.21679 0.82347 -3.33558 0.1 0.0 0.1
C -5.25752 1.18042 -1.44198 0.0 -0.2 0.2
H -5.72064 2.15967 -1.28708 0.1 -0.4 -0.1
C -4.36884 0.67963 -0.49055 0.0 -0.1 -0.5
H -4.14243 1.26298 0.40176 0.0 -0.1 -0.2
C -2.11945 -2.99905 -0.01302 0.2 0.2 -0.2
C -1.42430 -3.24054 -1.20004 0.2 -0.6 0.0
H -1.07685 -2.39817 -1.81638 -0.2 -0.5 0.3
C -1.15320 -4.55128 -1.58386 -0.1 0.1 0.0
H -0.55360 -4.72058 -2.47942 -0.3 -0.2 0.2
C -1.66674 -5.60674 -0.82280 0.1 0.1 0.1
H -1.49915 -6.62900 -1.15778 0.0 0.2 0.2
C -2.38136 -5.36126 0.35819 0.1 0.0 -0.1
H -2.78228 -6.19500 0.93913 0.2 0.2 -0.2
C -2.58259 -4.05114 0.79342 0.2 0.1 -0.5
H -3.11073 -3.83353 1.72618 0.2 -0.1 -0.3
H -2.83089 -1.25580 1.81019 0.0 0.2 0.1
Cl -1.12298 0.90705 2.26404 0.2 -0.1 -0.3
N 4.09044 -1.00012 1.24448 0.0 -0.3 0.1
C 3.93756 -0.14964 2.27587 -0.5 0.9 0.9
N 3.12880 0.91341 2.28629 1.6 -2.3 2.5
C 3.20084 1.60436 3.50598 1.6 -2.0 0.5
C 4.08759 1.05739 4.40768 -1.4 1.5 -0.6
S 4.82522 -0.33806 3.77897 0.0 -0.3 -0.6
C 2.36223 2.75559 3.56067 -2.0 2.5 0.5
C 2.08499 3.69041 4.53460 1.0 -1.6 -0.7
S 0.96686 4.87472 3.99545 -0.1 -0.4 -0.5
C 0.86696 4.07555 2.42943 1.7 -1.2 1.3
N 1.66248 2.99227 2.36540 -1.8 2.2 2.0
N 0.11731 4.57529 1.44892 -0.3 0.1 -0.5
H 4.67187 -1.81199 1.40667 -0.3 0.1 -0.2
H 3.31960 -1.10532 0.58102 0.3 0.0 0.3
H 4.27645 1.48280 5.38019 0.3 -0.3 0.0
H 2.55344 3.67454 5.50531 -0.3 0.3 0.1
H -0.41014 5.41145 1.64636 0.0 -0.2 -0.3
H 0.05011 4.13425 0.53162 0.1 0.2 0.7
```
Forces are in eV/Å.

Energy above the lowest of the compared OMol25 structures with the same formula, charge and spin: 0.0 kJ/mol
2S+1: 5
Electronic energy: -130358.318 eV
Net charge: +1
HOMO level (alpha / beta): -9.6 / -10.7 eV
Orbital gap (alpha / beta): 7.2 / 5.2 eV

Now the Löwdin charges, all in e: -0.13, -0.17, -0.15, 0.11, -0.18, -0.15, 0.13, 0.14, 0.10, 0.11, 0.47, 0.24, -0.30, -0.13, 0.11, -0.07, 0.12, -0.08, 0.11, -0.08, 0.11, -0.12, 0.10, -0.31, -0.10, 0.09, -0.06, 0.11, -0.07, 0.11, -0.08, 0.11, -0.14, 0.07, 0.00, 0.63, -0.30, -0.08, 0.10, -0.07, 0.11, -0.08, 0.11, -0.08, 0.11, -0.09, 0.11, -0.34, -0.13, 0.09, -0.07, 0.11, -0.07, 0.11, -0.07, 0.11, -0.08, 0.11, -0.01, 0.25, 0.13, -0.60, 0.00, -0.29, -0.34, 1.10, -0.29, -0.33, 1.09, -0.62, -0.02, 0.14, 0.12, 0.07, 0.09, 0.08, 0.12, 0.08


(2)
Computed, not measured: a molecular structure, C35H33ClMnN4S2Si2 at a distorted geometry, with wB97M-V/def2-TZVPD.

```
78
Properties=species:S:1:pos:R:3:forces:R:3
C -1.54017 -0.60395 4.45311 -0.8 -1.1 -0.1
C -2.10256 -0.03479 3.25700 -0.1 -0.7 -0.1
C -1.87892 -0.96298 2.18465 -0.4 -0.1 0.7
H -2.67770 0.88406 3.20315 0.2 -0.3 0.0
C -1.16012 -2.08335 2.70625 -0.4 -0.2 0.4
C -0.96270 -1.87232 4.10864 -1.4 -0.1 0.1
H -0.52761 -2.58458 4.80830 0.1 0.3 -0.3
H -1.60544 -0.18155 5.45475 0.2 -0.1 -0.4
H -2.26470 -0.87409 1.17358 0.3 0.0 0.3
H -0.90457 -2.98081 2.14885 0.0 0.3 0.2
Mn -0.01360 -0.30517 3.05881 1.2 1.0 -0.9
Si 1.06913 0.36730 -0.20568 -1.8 -0.2 4.2
C -0.06635 1.87841 -0.29607 0.5 0.0 -1.2
C 0.48083 3.07933 -0.76431 -0.2 0.0 -0.2
H 1.55213 3.13696 -0.96798 -0.2 0.1 0.1
C -0.33953 4.17258 -1.03913 0.1 0.2 0.2
H 0.08792 5.09358 -1.42430 0.0 -0.1 0.1
C -1.71316 4.10343 -0.82164 -0.2 -0.2 0.0
H -2.35680 4.97218 -1.00802 0.3 -0.4 0.0
C -2.27603 2.90436 -0.37754 0.0 -0.3 0.2
H -3.36029 2.82652 -0.22919 0.5 0.0 -0.1
C -1.45482 1.79535 -0.11763 -0.3 0.2 0.0
H -1.90726 0.85740 0.21906 0.2 0.4 -0.1
C 0.12023 -1.30282 -0.81873 -0.5 0.8 -0.5
C -1.19345 -1.36376 -1.38762 0.1 -0.5 0.2
H -1.68933 -0.45525 -1.75159 0.2 -0.3 0.1
C -1.86000 -2.59155 -1.49012 -0.2 0.3 0.0
H -2.84206 -2.62762 -1.96629 0.3 0.0 0.1
C -1.30164 -3.75720 -0.96944 -0.1 0.2 -0.1
H -1.84334 -4.70192 -1.04989 0.2 0.3 0.0
C -0.07119 -3.69458 -0.31251 0.1 0.1 0.0
H 0.32364 -4.60912 0.13380 0.0 0.3 -0.1
C 0.63057 -2.49733 -0.22122 0.3 0.1 -0.6
H 1.59159 -2.46348 0.30340 -0.3 0.0 -0.3
H 0.29876 -0.02772 1.17664 0.0 -0.2 0.3
Si 0.74000 -0.18211 -2.57525 0.7 0.2 -1.6
C 1.06161 -1.56822 -3.73020 1.0 -0.4 0.2
C 0.36221 -1.60953 -4.95496 -0.4 0.0 0.3
H 0.05622 -0.67761 -5.43614 -0.1 -0.3 0.2
C 0.00568 -2.85024 -5.49923 0.2 0.1 0.0
H -0.62315 -2.88504 -6.39284 0.3 0.0 0.3
C 0.43402 -4.03409 -4.88647 -0.2 0.4 -0.1
H 0.10334 -4.99837 -5.27681 0.2 0.3 0.1
C 1.29108 -3.97100 -3.78453 0.4 0.0 0.0
H 1.65991 -4.88648 -3.32992 0.0 0.1 -0.2
C 1.66225 -2.74350 -3.24404 -0.8 -0.4 -0.1
H 2.34582 -2.68737 -2.39835 -0.3 -0.2 -0.1
C 0.26082 1.31156 -3.66237 -0.6 0.4 0.7
C -1.10722 1.56427 -3.84590 0.0 0.3 0.0
H -1.83750 0.86944 -3.43042 0.0 0.3 -0.1
C -1.54608 2.68819 -4.55686 0.0 -0.2 -0.1
H -2.61808 2.85162 -4.67915 0.3 0.0 0.0
C -0.62552 3.57436 -5.12296 0.1 -0.4 0.2
H -0.97493 4.43842 -5.69355 0.2 -0.3 0.2
C 0.74273 3.31788 -4.97224 0.0 -0.2 0.0
H 1.46719 3.99473 -5.43362 -0.2 -0.3 0.2
C 1.18792 2.20090 -4.25068 0.0 -0.2 0.3
H 2.25871 2.01400 -4.13413 -0.3 0.2 -0.1
H 2.00215 0.58014 -1.35812 0.4 -0.2 -2.2
Cl 2.83525 0.23469 0.97900 0.0 0.1 -0.6
N -1.27890 2.96274 3.01815 -0.2 0.4 -0.3
C -0.30442 2.63923 3.87842 0.9 -1.0 0.7
N 0.37562 1.47911 3.87372 0.0 1.7 0.1
C 1.32306 1.44659 4.91606 -1.5 2.9 0.5
C 1.29503 2.56414 5.73136 0.5 -1.7 -0.7
S 0.11357 3.70685 5.20348 0.3 -0.7 -0.5
C 2.03488 0.23093 5.02359 1.6 -2.4 0.9
C 2.98140 -0.19361 5.93790 -1.3 1.3 -1.0
S 3.45009 -1.81897 5.63777 -0.5 0.1 -0.5
C 2.30464 -1.89631 4.31470 -0.2 1.4 0.3
N 1.62746 -0.75847 4.10861 1.5 -0.8 0.4
N 2.14983 -3.02560 3.61416 0.0 -0.4 -0.2
H -1.68243 3.88799 3.12302 0.1 -0.4 -0.3
H -1.33146 2.51357 2.10130 0.1 0.3 0.5
H 1.91271 2.67586 6.61418 -0.3 0.3 -0.1
H 3.35495 0.43133 6.73948 0.2 -0.4 -0.1
H 2.72934 -3.81291 3.87322 -0.3 0.0 -0.3
H 1.55875 -3.07465 2.78947 0.3 0.1 0.4
```
Forces are in eV/Å.

2S+1: 4
Electronic energy: -124043.689 eV
Net charge: +2
HOMO level (alpha / beta): -11.2 / -12.6 eV
Orbital gap (alpha / beta): 4.4 / 6.2 eV

Now the Löwdin charges, all in e: -0.12, -0.14, -0.14, 0.11, -0.14, -0.13, 0.13, 0.14, 0.10, 0.10, 0.56, 0.12, -0.32, -0.09, 0.12, -0.05, 0.12, -0.06, 0.12, -0.07, 0.12, -0.14, 0.08, -0.38, -0.13, 0.10, -0.03, 0.13, -0.03, 0.13, -0.07, 0.13, -0.11, 0.10, -0.02, 0.94, -0.28, -0.06, 0.11, -0.05, 0.12, -0.04, 0.12, -0.06, 0.12, -0.09, 0.11, -0.29, -0.11, 0.10, -0.06, 0.12, -0.05, 0.12, -0.05, 0.12, -0.07, 0.12, 0.00, 0.32, 0.13, -0.62, 0.00, -0.30, -0.31, 1.11, -0.30, -0.31, 1.11, -0.64, -0.01, 0.13, 0.12, 0.08, 0.09, 0.09, 0.12, 0.10


(3)
Computed, not measured: a molecular structure, C35H34AsBF5O3P2S4Ti at a distorted geometry, with wB97M-V/def2-TZVPD.

```
86
Properties=species:S:1:pos:R:3:forces:R:3
Ti 0.32091 0.11062 -0.58330 -0.2 -1.1 -0.8
O 0.09412 0.63218 2.89630 0.0 0.2 -0.1
P -0.06844 -0.74429 3.42445 -0.2 -0.2 0.0
C -0.92263 -1.91972 2.29557 -0.2 0.3 0.2
P -2.09480 -1.06004 1.21141 0.3 -0.2 0.0
O -1.48827 -0.01182 0.30326 0.3 0.3 0.0
C -3.26505 -0.19814 2.26006 0.0 -0.1 0.0
C -4.15652 -0.90885 3.05959 -0.1 0.0 0.1
C -5.03579 -0.22589 3.88356 0.0 0.0 0.0
C -5.02572 1.16443 3.89629 0.0 0.0 0.0
C -4.13984 1.86853 3.09421 0.0 0.1 0.0
C -3.24869 1.19253 2.27308 0.0 0.0 0.0
C -2.99785 -2.28603 0.26378 -0.1 0.0 0.2
C -2.96447 -3.64517 0.55572 0.1 0.0 0.0
C -3.67728 -4.53403 -0.23517 0.0 0.0 0.0
C -4.42103 -4.06566 -1.30855 0.0 0.0 0.0
C -4.45274 -2.70822 -1.60056 0.0 0.0 0.0
C -3.74483 -1.81552 -0.81457 0.0 0.0 0.0
C -1.14280 -0.73381 4.89134 0.0 0.1 0.0
C -1.43157 -1.89289 5.60655 0.0 0.0 0.0
C -2.27326 -1.84061 6.70669 0.0 -0.1 0.0
C -2.82583 -0.62804 7.09912 0.0 0.0 0.1
C -2.53244 0.53092 6.39635 0.0 0.0 0.0
C -1.68923 0.48090 5.29443 0.0 -0.1 -0.1
C 1.44731 -1.51200 4.01989 0.0 0.0 -0.1
C 1.79985 -2.83089 3.76650 -0.1 -0.1 0.0
C 2.99044 -3.33412 4.27238 0.1 0.0 0.0
C 3.82380 -2.52617 5.03303 0.0 -0.1 0.0
C 3.47212 -1.20590 5.28634 0.0 0.0 0.0
C 2.28668 -0.69892 4.77902 0.0 0.1 0.0
H -1.51155 -2.60319 2.91368 0.0 -0.1 0.0
H -0.23631 -2.51528 1.68666 0.1 0.0 -0.1
H -4.16839 -1.99337 3.03498 0.0 0.0 0.0
H -5.72476 -0.77314 4.51517 0.0 0.0 0.0
H -5.71692 1.70048 4.53678 0.0 0.0 0.0
H -4.13670 2.95231 3.10385 0.0 0.0 0.0
H -2.53489 1.72854 1.65744 0.0 0.0 0.0
H -2.32890 -4.02792 1.34465 0.0 0.0 0.0
H -3.62463 -5.59582 -0.02954 0.0 0.0 0.0
H -4.96327 -4.76363 -1.93451 0.0 0.0 0.0
H -5.01266 -2.34689 -2.45397 0.0 0.0 0.0
H -3.73313 -0.75964 -1.05810 0.0 0.0 0.0
H -0.98742 -2.83966 5.31216 0.0 0.0 0.0
H -2.49754 -2.74520 7.26062 0.0 0.0 0.0
H -3.48738 -0.58911 7.95767 0.0 0.0 0.0
H -2.96808 1.47630 6.69862 0.0 0.0 0.0
H -1.46108 1.37013 4.71849 0.0 0.0 0.0
H 1.19996 -3.46897 3.12263 0.0 0.1 0.1
H 3.27162 -4.35408 4.03853 0.0 0.0 0.0
H 4.75795 -2.91836 5.41701 0.0 0.0 0.0
H 4.12826 -0.57058 5.86885 0.0 0.0 0.0
H 2.01437 0.33690 4.95357 0.0 0.0 0.0
S 3.11985 -3.25287 -2.01994 0.1 -0.2 0.0
As 1.66626 -3.01786 -0.55146 -0.3 0.6 0.1
S 2.02133 -1.10642 0.57556 0.1 0.1 0.1
S -0.20621 -2.10644 -1.34734 -0.1 0.2 0.0
S 1.05229 -4.55797 0.75187 0.1 -0.2 0.0
F -1.68921 -0.91573 -7.21252 0.0 0.0 -0.1
C -1.01126 -0.59895 -6.07608 0.0 0.0 0.0
C -0.12389 -1.51590 -5.55197 0.0 -0.1 0.0
C 0.55968 -1.19017 -4.39233 0.0 0.2 0.0
C 0.36351 0.04499 -3.75894 -0.1 -0.1 -0.2
C 1.09412 0.38213 -2.52300 0.1 0.2 0.3
C -0.53237 0.94736 -4.33602 0.0 0.0 0.1
C -1.22924 0.62959 -5.49444 0.0 0.1 0.0
H 0.02143 -2.46894 -6.04665 0.0 0.0 0.0
H 1.25898 -1.89570 -3.96136 0.0 0.0 0.0
H 1.32435 1.44758 -2.47780 0.0 0.1 0.0
H 2.00510 -0.20871 -2.39877 0.1 -0.1 -0.1
H -0.69573 1.90721 -3.86079 0.0 0.0 0.0
H -1.93167 1.32176 -5.94288 0.0 0.0 0.0
C 1.91819 3.03680 1.87927 -0.2 0.0 0.0
C 2.10700 2.58993 0.47409 0.3 0.0 0.1
C 3.01220 3.36044 -0.42849 -0.1 0.0 0.0
O 1.56762 1.57507 0.06047 -0.2 0.3 0.0
H 1.96943 4.12222 1.95093 0.0 0.0 0.0
H 2.75054 2.61963 2.45786 0.0 0.0 0.0
H 0.98872 2.63222 2.27110 0.0 0.0 0.0
H 3.74402 3.94678 0.12363 0.0 0.0 0.0
H 2.35487 4.03421 -0.98507 0.0 0.0 0.0
H 3.49148 2.68981 -1.13708 0.0 0.0 0.0
F 0.13622 3.77201 -1.54020 -0.2 -0.1 0.0
B -0.98330 3.14459 -0.96836 0.0 0.1 0.0
F -0.99734 1.75232 -1.44408 0.4 0.2 0.4
F -2.16545 3.74581 -1.35384 0.2 -0.1 0.1
F -0.83617 3.10722 0.42937 -0.1 0.0 -0.2
```
Forces are in eV/Å.

Energy above the lowest of the compared OMol25 structures with the same formula, charge and spin: 46.7 kJ/mol
Electronic energy: -203141.875 eV
Net charge: -1
HOMO level: -4.9 eV
Orbital gap: 6.9 eV

Now the Löwdin charges, all in e: 0.64, -0.33, 0.71, -0.32, 0.78, -0.46, -0.27, -0.07, -0.08, -0.09, -0.07, -0.05, -0.33, -0.08, -0.07, -0.08, -0.07, -0.07, -0.27, -0.08, -0.09, -0.09, -0.08, -0.07, -0.30, -0.11, -0.07, -0.08, -0.09, -0.08, 0.07, -0.05, 0.11, 0.10, 0.10, 0.11, 0.11, 0.09, 0.11, 0.10, 0.11, 0.12, 0.11, 0.10, 0.10, 0.10, 0.11, 0.02, 0.11, 0.10, 0.10, 0.11, -0.09, -0.40, 0.20, 0.25, -0.05, 0.02, -0.30, -0.01, -0.07, -0.31, -0.23, -0.03, -0.02, 0.11, 0.06, 0.06, 0.05, 0.11, 0.11, 0.01, -0.41, 0.02, -0.15, 0.10, 0.11, 0.06, 0.09, 0.10, 0.10, 0.12, -1.20, 0.01, 0.15, 0.12